{
  "formula": "C2H8NPS",
  "method": "ωB97M-V/def2-TZVPD",
  "species": ["C", "C", "N", "P", "S", "H", "H", "H", "H", "H", "H", "H", "H"],
  "positions_angstrom": [[0.759770, -1.049227, -0.538558], [1.934268, 0.786065, 1.202198], [-2.270478, 0.724575, -0.887138], [-2.691615, -0.498205, 0.217162], [1.038497, 0.722569, -0.246489], [-0.355005, -0.933224, -0.110509], [1.430291, -1.722399, 0.056489], [0.742071, -1.355215, -1.633461], [2.438864, -0.074155, 1.676454], [2.455431, 1.713289, 1.162684], [-1.714393, 1.367517, -0.438995], [-1.902823, 0.571639, -1.843287], [-1.864882, -0.253227, 1.383451]],
  "forces_ev_per_a": [[-2.523, 0.182, 0.563], [0.345, -0.621, -0.326], [-0.463, -1.292, -0.974], [-0.662, -0.984, -0.207], [1.082, -0.328, -0.417], [2.293, -1.959, -1.061], [-0.766, 0.807, -0.479], [0.055, 0.683, 1.439], [-0.567, 0.469, -0.478], [0.382, 0.675, 0.732], [1.559, 2.149, 0.834], [-0.674, -0.316, 0.990], [-0.061, 0.534, -0.615]],
  "mulliken_charge": [-0.44, -0.69, -0.52, 0.01, -0.01, -0.14, 0.32, 0.26, 0.31, 0.28, 0.29, 0.28, 0.05],
  "total_charge": 0,
  "homo_lumo_gap_ev": [6.87, 7.75],
  "energy_ev": -23813.933,
  "lumo_ev": [-0.40, 0.26],
  "homo_ev": [-7.28, -7.50]
}



{
  "formula": "C2H9NS",
  "method": "ωB97M-V/def2-TZVPD",
  "species": ["C", "S", "C", "H", "H", "H", "H", "H", "H", "N", "H", "H", "H"],
  "positions_angstrom": [[-1.567939, 0.599347, -0.873687], [-1.018626, -1.071176, -0.434281], [-0.519077, -0.786629, 1.271895], [-0.886162, 1.017816, -1.600484], [-1.619889, 1.203317, 0.039440], [-2.591712, 0.609254, -1.221324], [-0.285288, -1.726443, 1.761264], [0.328457, -0.110392, 1.344969], [-1.339791, -0.265166, 1.795518], [2.253962, 0.102731, -0.267506], [1.614053, -0.215575, -0.985188], [3.103540, -0.425204, -0.439867], [2.528476, 1.068115, -0.390744]],
  "forces_ev_per_a": [[-0.125, 0.016, 0.761], [-0.114, -0.194, -0.038], [-0.507, 0.977, 0.434], [-0.026, 0.331, -0.088], [0.428, -0.010, -0.212], [-0.124, -0.269, -0.481], [-0.061, -0.089, -0.063], [0.300, -0.236, -0.242], [0.122, -0.578, -0.063], [0.632, -0.366, 0.107], [-0.222, 0.380, -0.034], [0.028, -0.077, 0.195], [-0.331, 0.115, -0.276]],
  "mulliken_charge": [-0.77, -0.13, -0.88, 0.25, 0.25, 0.33, 0.30, 0.35, 0.30, -0.63, 0.19, 0.22, 0.21],
  "total_charge": 0,
  "homo_lumo_gap_ev": 9.41,
  "smiles": "CSC.N",
  "energy_ev": -14545.129,
  "lumo_ev": 1.02,
  "homo_ev": -8.38
}



{
  "formula": "C29H47Cl3NO5Si2Tl",
  "method": "ωB97M-V/def2-TZVPD",
  "species": ["Tl", "C", "N", "C", "C", "C", "C", "C", "C", "C", "C", "H", "H", "H", "H", "H", "H", "H", "H", "H", "H", "H", "H", "C", "C", "O", "C", "C", "C", "C", "C", "C", "H", "H", "H", "H", "H", "H", "H", "H", "Cl", "Si", "Cl", "Cl", "C", "C", "C", "C", "O", "Si", "O", "O", "C", "C", "C", "C", "O", "C", "C", "C", "C", "H", "H", "H", "H", "H", "H", "H", "H", "H", "H", "H", "H", "H", "H", "H", "H", "H", "H", "H", "H", "H", "H", "H", "H", "H", "H", "H"],
  "positions_angstrom": [[0.311833, 0.189941, 0.399604], [1.328003, -4.704560, 2.947788], [1.613696, -3.827917, 1.836875], [0.446934, -3.674210, 0.980770], [2.178118, -2.533351, 2.239271], [1.303951, -1.692529, 3.150079], [1.411828, -1.874882, 4.529864], [0.591603, -1.186131, 5.412584], [-0.346425, -0.300212, 4.900667], [-0.427253, -0.106106, 3.526605], [0.384042, -0.778226, 2.606399], [1.021977, -5.681545, 2.563101], [0.524585, -4.335336, 3.607099], [2.225562, -4.843170, 3.558201], [0.195975, -4.641248, 0.533958], [0.683426, -2.968885, 0.183598], [-0.440039, -3.308299, 1.518068], [2.375897, -1.986314, 1.316192], [3.138216, -2.740190, 2.730292], [2.151827, -2.569761, 4.921146], [0.683776, -1.338900, 6.483107], [-1.005272, 0.243918, 5.570539], [-1.157760, 0.614248, 3.160563], [-1.978286, 2.605851, -1.605534], [-1.227504, 3.504247, -0.668924], [-0.997871, 3.168348, 0.471057], [-0.656061, 4.814743, -1.172854], [0.448768, 5.334971, -0.503897], [1.006288, 6.533845, -0.917123], [0.450665, 7.226988, -1.986650], [-0.657839, 6.717742, -2.647135], [-1.205465, 5.505443, -2.246421], [-1.435347, 1.653739, -1.607901], [-2.058031, 2.975589, -2.624148], [-2.964654, 2.384985, -1.198307], [0.851709, 4.776681, 0.330430], [1.876876, 6.928190, -0.407272], [0.885880, 8.166315, -2.306832], [-1.092577, 7.258208, -3.478982], [-2.069177, 5.105887, -2.760683], [-4.219628, 0.096099, -0.033365], [-2.476016, -1.193427, -0.466739], [-3.378890, -3.127261, 0.012846], [-2.681764, -1.247112, -2.650286], [6.241428, -0.123199, -1.113655], [5.341108, -1.344911, -1.292264], [4.875784, -1.852523, 0.068128], [6.094659, -2.441946, -2.045339], [4.246354, -0.910867, -2.077238], [2.710414, -1.569353, -2.172974], [1.771578, -1.274507, -0.961315], [2.139480, -1.009053, -3.639273], [2.083438, 0.322590, -4.126199], [1.794387, 1.315493, -3.002879], [3.406757, 0.662190, -4.812369], [0.940554, 0.347404, -5.139231], [3.010004, -3.179032, -2.467757], [2.138659, -4.142413, -3.045869], [0.667755, -3.782943, -2.858084], [2.446129, -5.461310, -2.340959], [2.467574, -4.233582, -4.535728], [7.140021, -0.374997, -0.544665], [5.700685, 0.663101, -0.585591], [6.538738, 0.260975, -2.091382], [5.735074, -2.105629, 0.696046], [4.248285, -2.738618, -0.033425], [4.282024, -1.088690, 0.569872], [6.965848, -2.773916, -1.472558], [6.431540, -2.061186, -3.012262], [5.437029, -3.291109, -2.222678], [2.622673, 1.354503, -2.293765], [0.910420, 1.008284, -2.445453], [1.636172, 2.318777, -3.409905], [4.231810, 0.537106, -4.113455], [3.396736, 1.694557, -5.174445], [3.569002, -0.006916, -5.661357], [0.006879, 0.067731, -4.649083], [1.140113, -0.371742, -5.936973], [0.824063, 1.340285, -5.580990], [0.425504, -3.666985, -1.803861], [0.035788, -4.570699, -3.276448], [0.420545, -2.846121, -3.355476], [2.286708, -5.345571, -1.267920], [3.489617, -5.739625, -2.507280], [1.803766, -6.265406, -2.708945], [2.330134, -3.256691, -4.998422], [1.818332, -4.958316, -5.035038], [3.508098, -4.539397, -4.670792]],
  "forces_ev_per_a": [[0.075, 0.101, -0.212], [0.004, -0.010, 0.031], [0.014, -0.018, -0.034], [-0.056, -0.013, -0.017], [0.017, 0.006, 0.007], [0.021, -0.033, -0.007], [0.005, -0.013, 0.033], [-0.013, 0.011, 0.013], [0.009, -0.024, 0.047], [-0.060, 0.084, -0.057], [0.119, -0.201, 0.072], [0.001, -0.002, -0.007], [0.001, -0.005, -0.012], [0.016, 0.008, 0.003], [-0.009, -0.019, 0.020], [0.011, 0.018, 0.008], [0.006, 0.002, 0.002], [-0.046, -0.014, 0.025], [-0.008, -0.002, 0.008], [0.011, -0.008, -0.003], [0.000, 0.000, 0.000], [-0.011, 0.010, 0.012], [-0.009, 0.027, -0.021], [-0.031, -0.018, 0.067], [0.251, 0.005, -0.067], [-0.232, 0.313, 0.027], [-0.118, -0.276, 0.120], [-0.022, 0.100, -0.107], [-0.016, -0.034, 0.009], [0.021, 0.058, -0.016], [-0.006, -0.040, 0.027], [0.083, 0.076, 0.035], [-0.012, 0.006, -0.026], [0.006, 0.021, -0.019], [-0.017, -0.039, -0.001], [-0.001, -0.018, 0.003], [-0.004, 0.010, -0.012], [0.002, -0.004, -0.003], [0.005, 0.011, 0.001], [0.004, -0.009, -0.018], [-0.001, -0.091, -0.028], [0.074, -0.033, 0.058], [-0.056, 0.045, -0.079], [-0.036, 0.015, 0.056], [0.002, -0.022, 0.004], [-0.034, 0.040, 0.023], [0.047, 0.005, 0.058], [0.051, 0.004, 0.011], [0.000, -0.033, -0.084], [-0.209, 0.139, -0.104], [0.074, -0.088, 0.295], [0.269, 0.047, -0.109], [-0.140, -0.023, 0.054], [0.031, -0.004, -0.022], [-0.024, 0.002, -0.062], [0.003, -0.020, 0.006], [0.006, -0.029, -0.072], [-0.011, 0.019, 0.057], [-0.067, -0.014, 0.006], [-0.009, -0.007, -0.011], [0.013, -0.056, -0.009], [0.009, -0.015, 0.002], [-0.030, 0.001, 0.008], [0.004, 0.005, -0.016], [0.009, -0.005, 0.000], [-0.023, -0.032, -0.038], [0.024, 0.030, -0.008], [0.009, 0.008, -0.005], [0.008, 0.012, -0.007], [-0.043, 0.000, 0.019], [0.035, -0.017, 0.025], [-0.036, 0.005, -0.017], [0.005, 0.000, -0.011], [0.008, -0.004, 0.068], [-0.006, -0.004, -0.022], [0.001, -0.007, 0.005], [-0.004, 0.000, 0.022], [-0.008, -0.011, -0.001], [0.022, 0.023, -0.004], [0.016, -0.025, 0.019], [-0.001, -0.004, 0.001], [0.020, 0.039, -0.039], [-0.019, 0.015, 0.014], [0.016, 0.007, 0.009], [-0.001, -0.001, -0.025], [-0.025, 0.035, 0.014], [0.006, -0.019, 0.004], [0.010, 0.005, 0.003]],
  "mulliken_charge": [0.80, -1.08, 0.29, -0.01, 0.13, 0.87, -0.52, -0.58, -0.69, -0.56, -0.27, 0.33, 0.37, 0.30, 0.43, -0.75, 0.41, -1.13, 0.72, 0.27, 0.34, 0.35, 0.34, -0.23, 0.51, -0.49, 0.41, -0.59, -0.46, -0.34, -0.64, -0.28, -0.48, 0.28, 0.26, 0.46, 0.37, 0.36, 0.37, 0.35, -0.43, 0.45, -0.43, -0.42, -2.01, 2.19, -1.73, -1.63, -0.43, -1.98, 0.53, 0.34, 2.09, -1.12, -1.65, -1.94, 0.39, 2.10, -1.14, -1.92, -1.77, 0.40, 0.40, 0.38, 0.58, 0.19, 0.33, 0.44, 0.37, 0.08, 0.13, -0.23, 0.65, 0.06, 0.44, 0.34, 0.36, 0.35, 0.44, -0.03, 0.51, 0.18, 0.31, 0.36, 0.41, 0.11, 0.43, 0.35],
  "total_charge": -2,
  "homo_lumo_gap_ev": 5.08,
  "energy_ev": -100590.323,
  "lumo_ev": 4.03,
  "homo_ev": -1.05
}



{
  "formula": "C2H5FSi",
  "method": "ωB97M-V/def2-TZVPD",
  "species": ["C", "C", "Si", "F", "H", "H", "H", "H", "H"],
  "positions_angstrom": [[0.543419, -0.700302, -1.216873], [0.653583, -0.617131, 0.131863], [-0.561680, 0.582985, 0.840472], [-0.932186, 0.905637, 2.425218], [-0.178754, -0.024994, -1.701619], [1.183410, -1.376091, -1.710354], [1.344830, -1.203654, 0.702567], [-1.986759, 0.438199, 0.274116], [-0.065863, 1.995350, 0.254610]],
  "forces_ev_per_a": [[-0.455, 1.007, 2.641], [-0.817, -0.086, -0.778], [-1.485, 3.207, -0.350], [0.970, -0.866, -1.181], [0.441, -0.656, -0.298], [0.435, -0.462, -1.086], [0.333, -0.357, 0.006], [1.060, -0.325, 0.247], [-0.482, -1.463, 0.799]],
  "mulliken_charge": [-0.61, -0.21, 0.46, -0.32, 0.19, 0.25, 0.39, -0.08, -0.07],
  "total_charge": 0,
  "homo_lumo_gap_ev": 10.83,
  "smiles": "C=C[SiH2]F",
  "energy_ev": -12750.194,
  "lumo_ev": 0.66,
  "homo_ev": -10.17
}



{
  "formula": "C6H10N3",
  "method": "ωB97M-V/def2-TZVPD",
  "species": ["C", "N", "C", "C", "C", "N", "C", "C", "N", "H", "H", "H", "H", "H", "H", "H", "H", "H", "H"],
  "positions_angstrom": [[-0.084526, -1.964247, 0.588156], [0.265060, -1.192477, -0.352838], [1.560690, -0.941342, -0.645658], [2.211027, 0.197123, -0.344919], [1.521496, 1.218993, 0.479363], [0.298205, 1.680825, -0.098955], [-0.841576, 1.048511, 0.026659], [-2.127337, 0.778225, 0.080606], [-2.748921, -0.293969, -0.454667], [0.509649, -2.584666, 1.244080], [-1.236968, -1.897028, 0.759017], [2.050035, -1.530194, -1.424994], [3.223181, 0.434970, -0.645839], [1.322551, 0.925057, 1.495073], [1.992983, 2.235700, 0.632188], [0.409921, 2.087610, -1.141121], [-2.741905, 1.380207, 0.727299], [-2.064077, -0.879050, -0.879367], [-3.519490, -0.704255, -0.044085]],
  "forces_ev_per_a": [[-3.344, 0.869, -0.197], [-1.056, -0.419, 1.199], [2.836, 1.054, -2.017], [-0.516, 0.019, 0.493], [1.337, 2.517, 1.683], [-3.911, -1.048, -4.608], [1.871, 1.485, 0.343], [-0.252, -0.142, 0.674], [2.326, 0.950, -1.285], [0.460, 0.010, -0.053], [2.147, -0.830, 0.109], [-0.249, -0.494, 0.391], [-0.125, -0.430, -0.278], [-0.299, -0.451, 0.411], [0.724, -1.479, -0.317], [-0.094, -0.647, 3.007], [0.042, 0.647, 0.104], [-0.127, -0.935, -0.647], [-1.770, -0.677, 0.989]],
  "mulliken_charge": [-0.14, -0.33, -0.16, -0.48, -0.49, -0.17, 0.45, -0.39, -0.42, 0.34, 0.13, 0.35, 0.43, 0.31, 0.34, 0.36, 0.35, 0.29, 0.25],
  "total_charge": 1,
  "homo_lumo_gap_ev": 9.09,
  "smiles": "C=N/C=C\\C[NH+]=C=CN",
  "energy_ev": -10844.028,
  "lumo_ev": -4.08,
  "homo_ev": -13.17
}



ΔE to the lowest compared entry with this formula, charge and spin for the records above, in order: 81.6 3.8 0.0 5.9 97.7 kcal/mol
Molar mass for the records above, in order: 109.13 79.17 856.61 76.15 124.17 g mol⁻¹